(1)
DFT (the ωB97M-V functional and the def2-TZVPD basis) results for 6 unconnected molecules or ions with the total composition C46H73ClF3IN5O8PS2 at a distorted geometry.

Calculated values
2S+1: 1
LUMO energy, Eh: 0.00321
SMILES: C=CC[C@@H](O[C@](CCOC=O)([C@H](Cl)CC)[C@@](C[SH](=O)=O)(O[C@](S)(Cc1ccc(C)cc1)C[C@H](C)O)C(F)(F)F)P(O)I.CCCC#N.CCCC#N.CCCC#N.CCCC#N.CCCC#N

Bonds (Å) are listed after each position.
Atoms and positions in Å:
1 C 0.30 -6.17 -1.06  C2 1.315, H43 1.080, H44 1.084
2 C -0.69 -5.37 -1.40  C1 1.315, C3 1.513, H45 1.083
3 C -0.73 -4.49 -2.63  C2 1.513, C4 1.554, H46 1.092, H47 1.093
4 C -0.15 -3.06 -2.52  C3 1.554, O5 1.411, P40 1.893, H48 1.098
5 O -0.76 -2.15 -1.63  C4 1.411, C6 1.442
6 C -1.62 -1.15 -2.20  O5 1.442, C7 1.535, C12 1.535, C16 1.626
7 C -2.64 -1.84 -3.12  C6 1.535, C8 1.551, H49 1.086, H50 1.087
8 C -2.28 -2.03 -4.61  C7 1.551, O9 1.446, H51 1.084, H52 1.092
9 O -3.31 -1.47 -5.46  C8 1.446, C10 1.374
10 C -4.36 -2.35 -5.57  O9 1.374, O11 1.200, H53 1.103
11 O -4.37 -3.30 -6.29  C10 1.200
12 C -0.68 -0.16 -2.92  C6 1.535, Cl13 1.813, C14 1.551, H54 1.087
13 Cl 0.19 1.00 -1.83  C12 1.813
14 C -1.25 0.73 -4.05  C12 1.551, C15 1.538, H55 1.087, H56 1.089
15 C -0.27 0.82 -5.23  C14 1.538, H57 1.090, H58 1.086, H59 1.094
16 C -2.39 -0.58 -0.89  C6 1.626, C17 1.571, O21 1.382, C36 1.552
17 C -3.55 -1.55 -0.46  C16 1.571, S18 1.788, H60 1.088, H61 1.091
18 S -3.19 -3.23 0.01  C17 1.788, O19 1.429, O20 1.438, H62 1.366
19 O -1.95 -3.41 0.69  S18 1.429
20 O -4.32 -3.62 0.81  S18 1.438
21 O -1.49 -0.60 0.16  C16 1.382, C22 1.401
22 C -1.55 0.03 1.41  O21 1.401, S23 1.895, C24 1.555, C32 1.560
23 S -3.18 0.83 1.97  C22 1.895, H63 1.350
24 C -0.59 1.24 1.56  C22 1.555, C25 1.510, H64 1.092, H65 1.087
25 C 0.90 1.00 1.59  C24 1.510, C26 1.368, C31 1.366
26 C 1.61 -0.02 1.01  C25 1.368, C27 1.356, H66 1.081
27 C 2.95 -0.11 1.12  C26 1.356, C28 1.368, H67 1.081
28 C 3.68 0.85 1.77  C27 1.368, C29 1.503, C30 1.365
29 C 5.18 0.71 1.80  C28 1.503, H68 1.095, H69 1.087, H70 1.089
30 C 2.99 1.89 2.31  C28 1.365, C31 1.355, H71 1.082
31 C 1.64 1.95 2.23  C25 1.366, C30 1.355, H72 1.080
32 C -1.44 -0.96 2.61  C22 1.560, C33 1.530, H73 1.089, H74 1.091
33 C -0.18 -1.81 2.78  C32 1.530, C34 1.562, O35 1.416, H75 1.084
34 C -0.60 -3.13 3.50  C33 1.562, H76 1.087, H77 1.088, H78 1.093
35 O 0.81 -1.23 3.61  C33 1.416, H79 0.961
36 C -3.13 0.74 -1.23  C16 1.552, F37 1.353, F38 1.348, F39 1.321
37 F -4.34 0.84 -0.63  C36 1.353
38 F -3.46 0.83 -2.53  C36 1.348
39 F -2.46 1.83 -0.89  C36 1.321
40 P 1.69 -3.33 -2.16  C4 1.893, O41 1.621, I42 2.482
41 O 1.82 -3.41 -0.54  P40 1.621, H80 0.970
42 I 2.89 -1.35 -3.03  P40 2.482
43 H 0.26 -6.83 -0.21  C1 1.080
44 H 1.24 -6.15 -1.61  C1 1.084
45 H -1.57 -5.42 -0.76  C2 1.083
46 H -1.74 -4.54 -3.05  C3 1.092
47 H -0.09 -4.99 -3.36  C3 1.093
48 H -0.06 -2.72 -3.56  C4 1.098
49 H -3.62 -1.37 -3.11  C7 1.086
50 H -2.84 -2.84 -2.75  C7 1.087
51 H -1.31 -1.64 -4.90  C8 1.084
52 H -2.25 -3.09 -4.86  C8 1.092
53 H -5.22 -2.12 -4.91  C10 1.103
54 H 0.18 -0.64 -3.38  C12 1.087
55 H -1.36 1.75 -3.70  C14 1.087
56 H -2.23 0.44 -4.42  C14 1.089
57 H 0.11 -0.15 -5.54  C15 1.090
58 H -0.68 1.41 -6.05  C15 1.086
59 H 0.60 1.38 -4.86  C15 1.094
60 H -4.38 -1.52 -1.17  C17 1.088
61 H -4.00 -1.18 0.47  C17 1.091
62 H -3.23 -4.06 -1.08  S18 1.366
63 H -3.16 2.09 1.49  S23 1.350
64 H -0.80 1.99 0.79  C24 1.092
65 H -0.85 1.73 2.49  C24 1.087
66 H 1.03 -0.76 0.46  C26 1.081
67 H 3.44 -0.97 0.66  C27 1.081
68 H 5.55 0.93 0.80  C29 1.095
69 H 5.66 1.43 2.46  C29 1.087
70 H 5.50 -0.31 2.00  C29 1.089
71 H 3.57 2.67 2.80  C30 1.082
72 H 1.14 2.79 2.68  C31 1.080
73 H -1.62 -0.40 3.53  C32 1.089
74 H -2.31 -1.62 2.52  C32 1.091
75 H 0.25 -2.13 1.84  C33 1.084
76 H -1.58 -3.48 3.19  C34 1.087
77 H 0.15 -3.90 3.31  C34 1.088
78 H -0.60 -2.95 4.57  C34 1.093
79 H 0.40 -0.94 4.42  O35 0.961
80 H 2.73 -3.66 -0.31  O41 0.970
81 C 5.02 -9.16 -0.33  C82 1.525, H86 1.091, H87 1.090, H88 1.092
82 C 4.20 -9.04 -1.61  C81 1.525, C83 1.533, H89 1.092, H90 1.091
83 C 4.52 -7.76 -2.39  C82 1.533, C84 1.466, H91 1.090, H92 1.091
84 C 4.22 -6.57 -1.59  C83 1.466, N85 1.154
85 N 3.99 -5.64 -0.95  C84 1.154
86 H 4.80 -8.35 0.37  C81 1.091
87 H 4.78 -10.10 0.18  C81 1.090
88 H 6.09 -9.16 -0.54  C81 1.092
89 H 3.14 -9.06 -1.36  C82 1.092
90 H 4.40 -9.90 -2.25  C82 1.091
91 H 3.92 -7.72 -3.31  C83 1.090
92 H 5.57 -7.74 -2.68  C83 1.091
93 C -7.65 4.44 2.83  C94 1.525, H98 1.091, H99 1.091, H100 1.093
94 C -6.56 3.58 2.20  C93 1.525, C95 1.538, H101 1.092, H102 1.094
95 C -6.26 2.33 3.04  C94 1.538, C96 1.467, H103 1.095, H104 1.091
96 C -5.81 2.73 4.38  C95 1.467, N97 1.155
97 N -5.46 3.04 5.43  C96 1.155
98 H -7.34 4.82 3.80  C93 1.091
99 H -7.87 5.30 2.20  C93 1.091
100 H -8.57 3.87 2.95  C93 1.093
101 H -5.66 4.19 2.07  C94 1.092
102 H -6.87 3.28 1.19  C94 1.094
103 H -5.49 1.69 2.61  C95 1.095
104 H -7.17 1.73 3.13  C95 1.091
105 C 8.86 2.75 5.78  C106 1.525, H110 1.091, H111 1.090, H112 1.092
106 C 8.74 1.31 5.31  C105 1.525, C107 1.533, H113 1.092, H114 1.092
107 C 9.11 1.13 3.83  C106 1.533, C108 1.467, H115 1.090, H116 1.091
108 C 8.23 1.93 2.98  C107 1.467, N109 1.155
109 N 7.53 2.55 2.30  C108 1.155
110 H 8.18 3.41 5.24  C105 1.091
111 H 8.62 2.83 6.84  C105 1.090
112 H 9.88 3.12 5.64  C105 1.092
113 H 7.71 0.96 5.47  C106 1.092
114 H 9.39 0.67 5.91  C106 1.092
115 H 9.02 0.08 3.54  C107 1.090
116 H 10.14 1.44 3.66  C107 1.091
117 C -6.51 7.12 -1.12  C118 1.525, H122 1.091, H123 1.090, H124 1.092
118 C -5.53 6.32 -1.97  C117 1.525, C119 1.533, H125 1.092, H126 1.092
119 C -5.16 4.97 -1.33  C118 1.533, C120 1.468, H127 1.084, H128 1.092
120 C -4.52 5.18 -0.03  C119 1.468, N121 1.157
121 N -4.06 5.34 1.02  C120 1.157
122 H -6.08 7.38 -0.15  C117 1.091
123 H -6.77 8.06 -1.62  C117 1.090
124 H -7.43 6.56 -0.95  C117 1.092
125 H -4.63 6.91 -2.12  C118 1.092
126 H -5.97 6.14 -2.95  C118 1.092
127 H -4.48 4.43 -1.98  C119 1.084
128 H -6.05 4.36 -1.20  C119 1.092
129 C 3.04 4.10 -1.38  C130 1.527, H134 1.092, H135 1.091, H136 1.092
130 C 2.82 5.61 -1.23  C129 1.527, C131 1.533, H137 1.092, H138 1.092
131 C 3.32 6.15 0.11  C130 1.533, C132 1.465, H139 1.090, H140 1.091
132 C 2.61 5.50 1.22  C131 1.465, N133 1.154
133 N 2.07 4.97 2.09  C132 1.154
134 H 2.48 3.54 -0.62  C129 1.092
135 H 2.69 3.76 -2.36  C129 1.091
136 H 4.09 3.85 -1.29  C129 1.092
137 H 1.76 5.83 -1.34  C130 1.092
138 H 3.34 6.13 -2.04  C130 1.092
139 H 3.16 7.22 0.18  C131 1.090
140 H 4.39 5.96 0.22  C131 1.091

(2)
DFT (the ωB97M-V functional and the def2-TZVPD basis) results for 8 unconnected molecules or ions with the total composition C46H74I4N7O10P at a distorted geometry.

Calculated values
2S+1: 1
LUMO energy, Eh: -0.03925
SMILES: CCC[C@@H](C)c1cc2c(c(I)c1[PH2]=O)C(=O)c1c(cc(/C(I)=C(/C)I)cc1[C@H](I)CC)C2=O.CN(C)C=O.CN(C)C=O.CN(C)C=O.CN(C)C=O.CN(C)C=O.CN(C)C=O.CN(C)C=O

Bonds (Å) are listed after each position.
Atoms and positions in Å:
1 C -2.90 5.45 3.99  C2 1.550, H34 1.085, H35 1.088, H36 1.087
2 C -1.36 5.40 4.15  C1 1.550, C3 1.526, H37 1.091, H38 1.090
3 C -0.62 6.35 3.21  C2 1.526, C4 1.526, H39 1.086, H40 1.090
4 C -0.75 5.90 1.75  C3 1.526, C5 1.552, C6 1.518, H41 1.089
5 C -0.11 6.92 0.77  C4 1.552, H42 1.083, H43 1.091, H44 1.083
6 C -0.33 4.47 1.48  C4 1.518, C7 1.394, C12 1.417
7 C -1.29 3.67 0.86  C6 1.394, C8 1.380, H45 1.081
8 C -1.03 2.35 0.56  C7 1.380, C9 1.393, C32 1.489
9 C 0.18 1.74 0.87  C8 1.393, C10 1.403, C15 1.496
10 C 1.17 2.53 1.48  C9 1.403, I11 2.124, C12 1.412
11 I 3.01 1.58 1.93  C10 2.124
12 C 0.92 3.89 1.79  C6 1.417, C10 1.412, P13 1.835
13 P 2.25 4.89 2.57  C12 1.835, O14 1.486, H46 1.386, H47 1.413
14 O 2.45 6.22 1.95  P13 1.486
15 C 0.31 0.29 0.52  C9 1.496, O16 1.200, C17 1.497
16 O 0.84 -0.53 1.22  C15 1.200
17 C -0.31 -0.09 -0.79  C15 1.497, C18 1.401, C27 1.400
18 C -1.51 0.56 -1.11  C17 1.401, C19 1.384, C32 1.482
19 C -2.16 0.33 -2.31  C18 1.384, C20 1.394, H48 1.080
20 C -1.62 -0.59 -3.21  C19 1.394, C21 1.470, C26 1.390
21 C -2.31 -0.81 -4.49  C20 1.470, I22 2.123, C23 1.324
22 I -1.15 -0.35 -6.21  C21 2.123
23 C -3.55 -1.24 -4.68  C21 1.324, C24 1.503, I25 2.110
24 C -4.25 -1.37 -6.00  C23 1.503, H49 1.084, H50 1.090, H51 1.085
25 I -4.73 -1.83 -3.03  C23 2.110
26 C -0.43 -1.22 -2.89  C20 1.390, C27 1.397, H52 1.081
27 C 0.25 -1.00 -1.69  C17 1.400, C26 1.397, C28 1.510
28 C 1.53 -1.72 -1.34  C27 1.510, I29 2.151, C30 1.556, H53 1.082
29 I 2.75 -2.15 -3.06  C28 2.151
30 C 1.34 -3.01 -0.49  C28 1.556, C31 1.526, H54 1.087, H55 1.086
31 C -0.09 -3.36 -0.11  C30 1.526, H56 1.089, H57 1.090, H58 1.086
32 C -2.06 1.53 -0.14  C8 1.489, C18 1.482, O33 1.205
33 O -3.25 1.65 0.07  C32 1.205
34 H -3.34 5.60 4.97  C1 1.085
35 H -3.23 4.50 3.58  C1 1.088
36 H -3.21 6.25 3.32  C1 1.087
37 H -1.02 4.37 4.05  C2 1.091
38 H -1.14 5.69 5.18  C2 1.090
39 H 0.42 6.42 3.52  C3 1.086
40 H -1.05 7.34 3.33  C3 1.090
41 H -1.82 5.93 1.55  C4 1.089
42 H 0.57 6.46 0.06  C5 1.083
43 H -0.91 7.40 0.20  C5 1.091
44 H 0.39 7.71 1.32  C5 1.083
45 H -2.25 4.09 0.59  C7 1.081
46 H 3.45 4.20 2.59  P13 1.386
47 H 1.84 4.99 3.92  P13 1.413
48 H -3.07 0.85 -2.56  C19 1.080
49 H -5.23 -1.82 -5.86  C24 1.084
50 H -4.42 -0.37 -6.40  C24 1.090
51 H -3.64 -1.94 -6.71  C24 1.085
52 H 0.02 -1.92 -3.59  C26 1.081
53 H 2.12 -1.03 -0.75  C28 1.082
54 H 1.90 -2.89 0.43  C30 1.087
55 H 1.80 -3.86 -0.99  C30 1.086
56 H -0.79 -3.29 -0.94  C31 1.089
57 H -0.12 -4.39 0.22  C31 1.090
58 H -0.45 -2.77 0.73  C31 1.086
59 C -2.38 0.80 5.62  N60 1.449, H64 1.093, H65 1.092, H66 1.088
60 N -3.42 1.73 6.02  C59 1.449, C61 1.454, C62 1.347
61 C -4.64 1.80 5.24  N60 1.454, H67 1.091, H68 1.090, H69 1.087
62 C -3.29 2.55 7.08  N60 1.347, O63 1.216, H70 1.105
63 O -4.12 3.35 7.45  C62 1.216
64 H -2.04 1.02 4.61  C59 1.093
65 H -2.77 -0.22 5.65  C59 1.092
66 H -1.54 0.87 6.30  C59 1.088
67 H -4.77 2.80 4.84  C61 1.091
68 H -5.49 1.57 5.88  C61 1.090
69 H -4.61 1.08 4.42  C61 1.087
70 H -2.32 2.42 7.60  C62 1.105
71 C 6.96 7.52 4.80  N72 1.449, H76 1.091, H77 1.092, H78 1.088
72 N 6.59 6.25 4.20  C71 1.449, C73 1.454, C74 1.341
73 C 7.50 5.62 3.25  N72 1.454, H79 1.090, H80 1.090, H81 1.087
74 C 5.43 5.63 4.49  N72 1.341, O75 1.220, H82 1.102
75 O 5.08 4.57 4.00  C74 1.220
76 H 7.10 8.27 4.02  C71 1.091
77 H 7.89 7.41 5.36  C71 1.092
78 H 6.18 7.85 5.48  C71 1.088
79 H 7.00 5.49 2.29  C73 1.090
80 H 7.79 4.63 3.62  C73 1.090
81 H 8.38 6.24 3.13  C73 1.087
82 H 4.81 6.19 5.21  C74 1.102
83 C 7.43 -5.19 -3.04  N84 1.454, H88 1.094, H89 1.095, H90 1.089
84 N 6.01 -5.33 -2.78  C83 1.454, C85 1.452, C86 1.342
85 C 5.19 -6.08 -3.72  N84 1.452, H91 1.091, H92 1.091, H93 1.087
86 C 5.42 -4.80 -1.70  N84 1.342, O87 1.218, H94 1.104
87 O 4.23 -4.89 -1.44  C86 1.218
88 H 7.58 -4.68 -3.99  C83 1.094
89 H 7.91 -6.18 -3.09  C83 1.095
90 H 7.90 -4.61 -2.25  C83 1.089
91 H 4.41 -5.44 -4.12  C85 1.091
92 H 4.72 -6.92 -3.22  C85 1.091
93 H 5.82 -6.44 -4.53  C85 1.087
94 H 6.12 -4.25 -1.05  C86 1.104
95 C 12.79 -7.70 -1.87  N96 1.450, H100 1.092, H101 1.092, H102 1.088
96 N 11.36 -7.95 -1.91  C95 1.450, C97 1.455, C98 1.343
97 C 10.76 -8.83 -0.91  N96 1.455, H103 1.090, H104 1.090, H105 1.087
98 C 10.56 -7.40 -2.84  N96 1.343, O99 1.219, H106 1.103
99 O 9.36 -7.58 -2.91  C98 1.219
100 H 13.34 -8.63 -1.98  C95 1.092
101 H 13.06 -7.24 -0.92  C95 1.092
102 H 13.07 -7.03 -2.68  C95 1.088
103 H 10.28 -9.67 -1.40  C97 1.090
104 H 10.01 -8.28 -0.35  C97 1.090
105 H 11.54 -9.19 -0.24  C97 1.087
106 H 11.10 -6.75 -3.55  C98 1.103
107 C -5.85 -2.98 0.84  N108 1.449, H112 1.093, H113 1.092, H114 1.088
108 N -5.70 -2.07 1.96  C107 1.449, C109 1.455, C110 1.347
109 C -5.16 -0.74 1.72  N108 1.455, H115 1.091, H116 1.091, H117 1.087
110 C -6.04 -2.40 3.22  N108 1.347, O111 1.218, H118 1.102
111 O -5.92 -1.65 4.17  C110 1.218
112 H -4.87 -3.15 0.38  C107 1.093
113 H -6.52 -2.54 0.10  C107 1.092
114 H -6.26 -3.93 1.16  C107 1.088
115 H -4.25 -0.60 2.30  C109 1.091
116 H -5.88 0.02 2.02  C109 1.091
117 H -4.93 -0.62 0.66  C109 1.087
118 H -6.44 -3.42 3.32  C110 1.102
119 C -7.90 -6.80 -5.33  N120 1.449, H124 1.092, H125 1.092, H126 1.088
120 N -7.74 -5.87 -4.23  C119 1.449, C121 1.453, C122 1.347
121 C -7.21 -4.54 -4.48  N120 1.453, H127 1.089, H128 1.091, H129 1.087
122 C -8.07 -6.20 -2.96  N120 1.347, O123 1.216, H130 1.103
123 O -7.95 -5.46 -2.01  C122 1.216
124 H -6.93 -6.99 -5.81  C119 1.092
125 H -8.58 -6.38 -6.08  C119 1.092
126 H -8.30 -7.74 -4.98  C119 1.088
127 H -6.31 -4.40 -3.90  C121 1.089
128 H -7.94 -3.80 -4.17  C121 1.091
129 H -6.99 -4.42 -5.54  C121 1.087
130 H -8.46 -7.23 -2.87  C122 1.103
131 C -4.42 3.69 -1.85  N132 1.451, H136 1.093, H137 1.092, H138 1.090
132 N -3.78 4.61 -2.76  C131 1.451, C133 1.453, C134 1.347
133 C -4.58 5.59 -3.48  N132 1.453, H139 1.091, H140 1.091, H141 1.087
134 C -2.45 4.61 -2.97  N132 1.347, O135 1.214, H142 1.107
135 O -1.85 5.36 -3.71  C134 1.214
136 H -5.15 3.08 -2.39  C131 1.093
137 H -4.94 4.23 -1.06  C131 1.092
138 H -3.68 3.03 -1.39  C131 1.090
139 H -4.47 5.45 -4.55  C133 1.091
140 H -4.25 6.60 -3.23  C133 1.091
141 H -5.63 5.47 -3.21  C133 1.087
142 H -1.92 3.83 -2.38  C134 1.107